[1]
{"formula": "BeH34O21S", "method": "ωB97M-V with the def2-TZVPD basis set", "e_tot_ev": -54789.4101, "e_lumo_ev": -1.278, "de_lowest_kcal_mol": 30.2, "gap_ev": 8.601, "species": ["Be", "S", "O", "O", "O", "O", "O", "H", "H", "O", "H", "H", "O", "H", "H", "O", "H", "H", "O", "H", "H", "O", "H", "H", "O", "H", "H", "O", "H", "H", "O", "H", "H", "O", "H", "H", "O", "H", "H", "O", "H", "H", "O", "H", "H", "O", "H", "H", "O", "H", "H", "O", "H", "H", "O", "H", "H"], "xyz": [[-12.05, 12.80, 2.44], [-9.21, 12.39, 1.95], [-8.65, 11.23, 2.67], [-10.63, 12.55, 2.21], [-8.51, 13.57, 2.42], [-9.01, 12.17, 0.54], [-7.80, 10.06, 4.82], [-7.99, 10.64, 4.07], [-8.31, 9.30, 4.64], [-10.28, 14.87, 5.35], [-10.03, 13.95, 5.50], [-9.84, 15.16, 4.58], [-11.44, 9.82, 1.39], [-10.95, 9.18, 1.93], [-11.47, 9.24, 0.66], [-9.83, 15.69, 2.47], [-9.23, 15.02, 2.74], [-9.36, 16.48, 2.60], [-12.99, 11.96, 1.51], [-12.91, 11.04, 1.50], [-13.72, 12.12, 0.91], [-7.41, 14.57, -0.37], [-7.96, 15.37, -0.22], [-7.88, 14.00, 0.17], [-8.21, 12.17, -1.90], [-8.67, 11.42, -2.30], [-8.54, 12.19, -0.98], [-6.44, 14.91, 2.38], [-5.65, 14.42, 2.40], [-7.25, 14.32, 2.37], [-6.40, 10.35, 1.87], [-7.09, 10.81, 2.19], [-6.24, 10.94, 1.10], [-9.45, 12.30, 5.74], [-8.59, 12.62, 5.50], [-9.42, 11.40, 5.32], [-7.80, 16.18, 4.63], [-8.07, 15.69, 5.40], [-7.34, 15.46, 4.27], [-7.27, 13.17, 4.64], [-7.75, 13.27, 3.80], [-6.40, 12.93, 4.33], [-12.44, 12.75, 4.14], [-12.58, 13.24, 4.95], [-12.06, 11.93, 4.41], [-9.29, 8.68, 2.64], [-8.89, 9.53, 2.46], [-9.80, 8.69, 3.40], [-11.23, 11.85, -0.87], [-10.39, 11.84, -0.43], [-11.36, 12.66, -1.35], [-8.58, 9.59, -0.45], [-8.43, 10.37, 0.14], [-8.13, 8.86, 0.04], [-12.38, 14.45, 2.13], [-12.99, 15.16, 2.25], [-11.83, 14.73, 1.37]]}

---

[2]
{"formula": "C22H32IN8O2", "method": "ωB97M-V with the def2-TZVPD basis set", "e_tot_ev": -47438.3982, "e_lumo_ev": -3.527, "charge": 1, "gap_ev": 6.206, "species": ["O", "O", "C", "N", "C", "C", "C", "I", "C", "N", "C", "N", "N", "H", "H", "H", "H", "H", "H", "H", "H", "H", "H", "H", "H", "N", "C", "C", "C", "C", "H", "H", "H", "H", "H", "N", "C", "C", "C", "C", "H", "H", "H", "H", "H", "N", "C", "C", "C", "C", "H", "H", "H", "H", "H", "N", "C", "C", "C", "C", "H", "H", "H", "H", "H"], "xyz": [[-1.46, -1.63, 0.04], [-1.07, -0.66, -0.92], [-1.36, 0.61, -0.36], [-1.30, 1.61, -1.37], [-2.39, 1.83, -2.35], [-3.79, 1.48, -1.85], [-4.49, 2.67, -1.20], [-3.71, 3.11, 0.75], [-0.23, 2.38, -1.47], [-0.07, 3.37, -2.38], [1.10, 3.90, -2.15], [1.73, 3.29, -1.14], [0.89, 2.32, -0.71], [-0.99, -1.40, 0.86], [-0.65, 0.82, 0.44], [-2.34, 0.59, 0.11], [-2.40, 2.85, -2.67], [-2.18, 1.22, -3.22], [-4.37, 1.26, -2.74], [-3.82, 0.60, -1.23], [-5.55, 2.49, -1.11], [-4.34, 3.56, -1.79], [1.49, 4.73, -2.71], [2.64, 3.48, -0.76], [1.14, 1.70, 0.04], [1.99, -1.55, 1.11], [2.21, -2.74, 1.73], [2.63, -2.48, 3.01], [2.66, -1.07, 3.17], [2.26, -0.52, 1.98], [1.68, -1.44, 0.16], [2.05, -3.67, 1.21], [2.88, -3.22, 3.75], [2.94, -0.52, 4.05], [2.15, 0.51, 1.68], [0.31, 2.27, 4.41], [0.50, 1.08, 5.06], [0.88, 1.36, 6.34], [0.92, 2.78, 6.47], [0.56, 3.31, 5.27], [0.03, 2.37, 3.45], [0.35, 0.15, 4.55], [1.11, 0.63, 7.10], [1.19, 3.33, 7.35], [0.47, 4.34, 4.95], [2.91, -6.60, 1.45], [3.74, -7.69, 1.39], [3.10, -8.74, 2.00], [1.83, -8.27, 2.44], [1.74, -6.95, 2.09], [3.12, -5.70, 1.08], [4.71, -7.62, 0.93], [3.50, -9.73, 2.12], [1.08, -8.83, 2.96], [0.95, -6.23, 2.23], [-1.31, 2.95, -5.67], [-1.63, 1.63, -5.85], [-2.33, 1.52, -7.02], [-2.43, 2.82, -7.58], [-1.79, 3.68, -6.73], [-0.80, 3.32, -4.89], [-1.34, 0.89, -5.13], [-2.73, 0.61, -7.43], [-2.92, 3.09, -8.50], [-1.64, 4.75, -6.78]]}

---

[3]
{"formula": "C6H9N", "method": "ωB97M-V with the def2-TZVPD basis set", "e_tot_ev": -7852.9616, "e_lumo_ev": 0.884, "de_lowest_kcal_mol": 119.9, "gap_ev": 8.208, "species": ["C", "C", "C", "C", "C", "C", "N", "H", "H", "H", "H", "H", "H", "H", "H", "H"], "xyz": [[-0.57, 1.71, 0.02], [-0.57, 0.23, -0.20], [0.52, -0.39, -1.05], [1.85, -0.38, -0.44], [2.95, -0.37, 0.06], [-1.07, -1.39, 1.02], [-1.65, -0.48, 0.17], [0.24, 2.21, -0.50], [-0.48, 1.96, 1.09], [-1.53, 2.14, -0.32], [0.58, 0.18, -2.00], [0.23, -1.41, -1.29], [3.91, -0.36, 0.52], [-1.29, -2.45, 0.94], [-0.50, -1.03, 1.87], [-2.62, -0.18, 0.11]]}

---

[4]
{"formula": "C2H6S2", "method": "ωB97M-V with the def2-TZVPD basis set", "e_tot_ev": -23841.0887, "multiplicity": 2, "s_squared": 0.754, "e_lumo_ev": [4.219, 3.942], "charge": -1, "de_lowest_kcal_mol": 7.8, "gap_ev": [4.417, 7.084], "species": ["C", "S", "S", "C", "H", "H", "H", "H", "H", "H"], "xyz": [[-1.46, 0.87, 0.65], [0.23, 1.67, 0.51], [0.81, 0.43, -1.33], [1.36, -1.13, -0.57], [-1.76, 0.11, -0.07], [-2.10, 1.76, 0.53], [-1.53, 0.65, 1.72], [1.90, -1.59, -1.40], [0.59, -1.85, -0.35], [1.96, -0.93, 0.31]]}